No. 1
{
  "formula": "HNOS2",
  "method": "wB97M-V/def2-TZVPD",
  "elements": ["N", "O", "S", "S", "H"],
  "positions_angstrom": [[-4.569, -0.313, -0.144], [-0.336, 0.142, -0.658], [-3.118, -0.234, 0.038], [-1.114, 1.563, 0.034], [0.515, -0.219, -0.333]],
  "atomic_forces_ev_per_a": [[1.952, 0.732, 0.296], [-0.742, 0.560, -0.164], [-0.315, 0.042, -0.304], [-0.072, -2.316, -0.446], [-0.823, 0.982, 0.618]],
  "homo_ev": [-8.63, -8.64],
  "e_above_lowest_ev": 1.503,
  "charge": 0,
  "e_lumo_ha": [-0.0690, -0.0687]
}

No. 2
{
  "formula": "C4H10N2O",
  "method": "wB97M-V/def2-TZVPD",
  "elements": ["N", "C", "C", "N", "C", "C", "O", "H", "H", "H", "H", "H", "H", "H", "H", "H", "H"],
  "positions_angstrom": [[-1.122, -1.609, 0.934], [0.168, -1.055, 1.375], [0.325, 0.351, 0.908], [0.416, 0.581, -0.551], [0.221, 1.965, -0.941], [0.279, -0.517, -1.445], [0.226, 1.296, 1.705], [-1.862, -0.971, 0.803], [-1.489, -1.846, 1.858], [0.923, -1.796, 1.008], [0.263, -1.009, 2.467], [0.880, 2.107, -1.889], [-0.806, 2.252, -1.302], [0.539, 2.589, -0.033], [-0.356, -0.214, -2.341], [0.044, -1.456, -0.851], [1.350, -0.669, -1.704]],
  "atomic_forces_ev_per_a": [[-0.219, -1.103, 2.012], [0.851, -0.747, -0.276], [-0.070, 1.890, 2.222], [-1.969, 1.299, 1.620], [1.740, 0.927, -0.803], [0.582, -0.490, -0.136], [0.507, -2.112, -3.019], [-0.602, 1.864, -1.142], [-0.095, -1.421, -0.170], [-0.122, 1.017, 0.235], [0.003, 0.033, -0.339], [-0.867, 0.025, 1.623], [0.606, -0.712, 0.625], [-0.544, -0.674, -1.679], [0.893, -0.764, 1.186], [-0.396, 1.159, -1.197], [-0.299, -0.191, -0.760]],
  "homo_ev": [-14.68, -14.64],
  "e_above_lowest_ev": 2.021,
  "multiplicity": 2,
  "charge": 1,
  "e_lumo_ha": [-0.1440, -0.3038],
  "s_squared": 0.766
}

No. 3
{
  "formula": "C32H88N8O8",
  "method": "wB97M-V/def2-TZVPD",
  "elements": ["C", "C", "C", "O", "C", "N", "H", "H", "H", "H", "H", "H", "H", "H", "H", "H", "H", "C", "C", "C", "O", "C", "N", "H", "H", "H", "H", "H", "H", "H", "H", "H", "H", "H", "C", "C", "C", "O", "C", "N", "H", "H", "H", "H", "H", "H", "H", "H", "H", "H", "H", "C", "C", "C", "O", "C", "N", "H", "H", "H", "H", "H", "H", "H", "H", "H", "H", "H", "C", "C", "C", "O", "C", "N", "H", "H", "H", "H", "H", "H", "H", "H", "H", "H", "H", "C", "C", "C", "O", "C", "N", "H", "H", "H", "H", "H", "H", "H", "H", "H", "H", "H", "C", "C", "C", "O", "C", "N", "H", "H", "H", "H", "H", "H", "H", "H", "H", "H", "H", "C", "C", "C", "O", "C", "N", "H", "H", "H", "H", "H", "H", "H", "H", "H", "H", "H"],
  "positions_angstrom": [[1.311, -2.040, -2.330], [0.460, -2.920, -1.449], [-0.941, -3.375, -2.039], [-1.838, -2.233, -2.035], [-3.085, -2.472, -2.715], [1.239, -4.066, -1.050], [1.548, -2.567, -3.255], [2.226, -1.691, -1.852], [0.704, -1.213, -2.699], [0.285, -2.430, -0.491], [-1.279, -4.237, -1.465], [-0.786, -3.796, -3.033], [-3.711, -1.590, -2.583], [-3.673, -3.334, -2.399], [-2.863, -2.458, -3.782], [2.083, -3.775, -0.579], [0.792, -4.554, -0.286], [6.001, 0.545, -2.522], [4.853, 1.448, -2.845], [5.120, 2.903, -2.477], [3.945, 3.732, -2.716], [4.051, 5.110, -2.260], [4.664, 1.394, -4.254], [6.244, 0.465, -1.463], [6.952, 0.752, -3.012], [5.655, -0.449, -2.807], [4.088, 0.986, -2.222], [5.986, 3.227, -3.055], [5.534, 3.062, -1.481], [4.906, 5.666, -2.645], [4.293, 5.201, -1.201], [3.138, 5.635, -2.540], [5.514, 1.818, -4.598], [4.119, 2.208, -4.500], [5.303, -2.775, 0.124], [5.406, -2.332, 1.592], [4.601, -1.012, 1.759], [5.190, 0.121, 1.015], [4.608, 1.374, 1.415], [5.034, -3.463, 2.429], [6.036, -3.561, -0.058], [5.666, -2.015, -0.568], [4.349, -3.218, -0.163], [6.469, -2.139, 1.741], [4.483, -0.811, 2.824], [3.560, -1.187, 1.489], [3.571, 1.313, 1.747], [4.530, 1.991, 0.520], [5.211, 1.852, 2.188], [5.448, -3.337, 3.341], [5.502, -4.299, 2.111], [-1.066, 5.165, -7.775], [-1.869, 4.892, -6.511], [-1.054, 4.717, -5.177], [-0.047, 3.749, -5.331], [0.693, 3.482, -4.101], [-2.912, 5.914, -6.432], [-0.565, 6.133, -7.762], [-1.734, 5.049, -8.628], [-0.326, 4.372, -7.878], [-2.389, 3.940, -6.611], [-1.795, 4.417, -4.436], [-0.586, 5.688, -5.014], [1.350, 4.323, -3.878], [1.397, 2.668, -4.273], [0.003, 3.281, -3.283], [-3.315, 5.819, -5.511], [-2.506, 6.833, -6.539], [-6.706, 1.637, -0.150], [-5.219, 1.650, -0.043], [-4.726, 2.360, 1.226], [-5.374, 3.619, 1.450], [-5.004, 4.839, 0.794], [-4.841, 0.231, -0.044], [-7.184, 2.617, -0.144], [-7.133, 1.028, 0.646], [-7.142, 1.143, -1.019], [-4.820, 2.167, -0.916], [-3.643, 2.484, 1.223], [-4.970, 1.801, 2.130], [-5.730, 5.611, 1.052], [-4.913, 4.693, -0.282], [-4.067, 5.217, 1.203], [-4.896, -0.253, -0.929], [-3.908, 0.033, 0.291], [-4.467, -0.665, 5.102], [-3.501, -1.685, 4.430], [-3.312, -2.975, 5.205], [-2.822, -2.755, 6.512], [-2.837, -3.881, 7.463], [-4.097, -2.009, 3.111], [-3.988, -0.290, 6.006], [-5.390, -1.159, 5.406], [-4.724, 0.154, 4.431], [-2.565, -1.148, 4.273], [-2.516, -3.504, 4.681], [-4.278, -3.480, 5.208], [-2.192, -3.740, 8.330], [-2.531, -4.793, 6.951], [-3.767, -4.266, 7.880], [-4.107, -1.209, 2.495], [-5.091, -2.176, 3.175], [-1.027, 1.079, 1.751], [-1.377, 0.602, 0.310], [-0.168, 0.446, -0.574], [0.478, 1.706, -0.779], [1.729, 1.561, -1.448], [-2.118, -0.619, 0.537], [-0.336, 0.369, 2.205], [-1.934, 1.167, 2.350], [-0.539, 2.049, 1.655], [-1.960, 1.398, -0.152], [-0.554, 0.244, -1.574], [0.486, -0.361, -0.243], [1.533, 1.279, -2.483], [2.335, 0.826, -0.919], [2.308, 2.480, -1.542], [-2.109, -1.096, 1.427], [-1.914, -1.352, -0.128], [1.463, -1.691, 3.624], [1.479, -3.236, 3.452], [0.149, -3.899, 3.820], [0.319, -5.288, 3.611], [-0.899, -6.012, 3.754], [1.958, -3.558, 2.098], [0.755, -1.177, 2.975], [2.416, -1.285, 3.285], [1.215, -1.422, 4.650], [2.329, -3.573, 4.045], [-0.643, -3.439, 3.231], [-0.054, -3.684, 4.869], [-0.548, -7.016, 3.519], [-1.619, -5.781, 2.969], [-1.341, -5.998, 4.751], [1.920, -4.562, 1.998], [2.945, -3.345, 2.075]],
  "atomic_forces_ev_per_a": [[-0.991, 0.025, -1.073], [-0.735, -0.030, 0.857], [1.385, 1.011, 0.204], [-0.080, -1.577, 0.152], [0.762, 1.076, -0.305], [0.436, -1.726, -0.367], [0.380, -0.324, 0.089], [-0.114, 0.024, 0.060], [0.208, 0.353, 0.322], [-0.716, 0.806, -0.149], [-0.490, 0.223, 0.500], [-0.050, 0.363, -0.470], [0.113, 0.082, 0.381], [0.417, -0.281, 0.120], [-0.173, -0.604, -0.221], [0.253, 0.439, -0.258], [-0.497, -0.144, 0.015], [0.896, -0.895, 0.699], [0.757, 0.791, 1.569], [-0.211, 0.831, 0.773], [1.085, 0.339, 0.407], [0.655, -0.728, -0.081], [-0.658, 0.391, -1.508], [-0.264, 0.258, 0.215], [-0.095, 0.206, -0.410], [0.315, -0.155, -0.215], [-0.791, 0.508, -0.523], [-0.040, 0.304, -0.776], [-0.622, -0.204, 0.668], [0.150, -0.228, -0.971], [-0.734, -0.468, 0.447], [0.017, -0.234, 0.188], [0.961, -0.674, -0.459], [-1.335, -0.062, -0.063], [0.967, -0.442, -0.078], [0.598, 0.593, -2.094], [0.319, -0.006, 0.332], [-1.097, -1.538, 1.271], [-0.026, -0.306, -0.564], [-0.457, 0.368, 0.806], [0.092, -0.408, 0.201], [-0.626, 0.368, 0.076], [-0.228, 0.453, 0.069], [0.112, 0.609, 0.069], [0.611, 0.528, 0.321], [-0.109, 0.067, -0.780], [-0.061, -0.458, 0.271], [0.435, 0.182, 0.019], [0.017, 0.049, -0.021], [-0.229, 0.220, 0.451], [-0.069, -0.114, -0.531], [0.148, -1.160, 0.357], [0.239, -0.371, 0.099], [0.033, 0.537, -1.782], [0.427, -0.709, 0.644], [-0.253, 0.581, -1.165], [0.139, -0.567, 0.387], [-0.075, 0.063, -0.029], [-0.007, 0.422, -0.057], [0.281, 0.168, -0.003], [-0.009, -0.174, -0.351], [0.139, 0.241, 0.530], [-0.091, 0.292, 0.751], [-0.231, 0.367, 0.254], [-0.476, -0.270, -0.192], [0.118, -0.101, 0.113], [-0.395, 0.515, 0.160], [0.033, 0.178, 0.256], [-1.845, 0.287, 0.223], [0.028, -0.878, -0.570], [-0.202, 0.845, -0.199], [-0.553, 0.322, 0.221], [0.583, -1.065, 0.381], [0.196, -0.021, 0.799], [0.179, 0.172, 0.231], [0.100, 0.233, 0.460], [0.684, -0.083, -0.528], [0.282, 0.292, -0.111], [0.231, 0.019, -0.210], [-0.147, -0.317, -0.123], [-0.365, -0.352, -0.190], [-0.065, 0.225, -0.094], [0.389, -0.129, -0.159], [-0.319, 0.433, -0.255], [0.428, 0.100, 0.054], [0.874, -0.661, 0.717], [-2.022, 1.661, -0.420], [0.619, -0.033, 0.003], [-0.364, -0.365, 2.349], [0.128, -0.375, -1.563], [0.679, -0.552, -0.231], [-0.180, 0.282, 0.092], [-0.119, -0.107, -0.037], [0.209, -0.025, -0.008], [0.259, -0.311, -0.097], [-0.440, -0.685, -0.334], [0.007, -0.432, -0.013], [0.236, 0.663, -0.468], [0.715, -0.003, -0.291], [-0.924, 1.091, -0.207], [0.532, 0.330, -0.129], [-0.193, -0.426, 0.516], [0.414, 0.532, -1.305], [0.564, 0.368, 2.720], [-0.273, 0.773, -1.240], [0.655, 0.219, 1.003], [-0.640, -0.079, -0.069], [-0.458, -1.130, -1.161], [-0.048, 0.051, 0.078], [0.002, 0.005, 0.043], [0.024, 0.060, 0.388], [-0.551, -0.116, -0.097], [-0.067, -0.975, -0.144], [0.323, 0.145, 0.147], [0.175, -0.582, -0.148], [0.157, -0.241, -0.138], [-0.460, 0.316, 0.553], [0.533, 0.714, 0.401], [-0.172, 0.092, -0.569], [-0.403, -0.655, -0.388], [0.950, 1.162, -0.363], [1.621, 0.422, -0.147], [-1.120, 0.480, 0.261], [1.234, -0.946, -0.886], [-1.236, 0.119, -0.516], [-0.346, -0.383, -0.079], [0.107, -0.067, 0.572], [0.307, 0.133, 0.060], [-0.510, -0.308, 1.159], [-0.268, -0.272, -0.378], [-0.132, -0.027, 0.282], [-0.433, -0.337, 0.319], [-0.219, 0.485, 0.137], [0.044, 0.313, 0.092], [-0.090, -0.290, -0.048], [0.236, 0.009, 0.051]],
  "homo_ev": [0.85, -6.69],
  "e_above_lowest_ev": 0.291,
  "multiplicity": 2,
  "charge": -1,
  "e_lumo_ha": [0.0787, 0.0762],
  "s_squared": 0.750
}

The records above give, respectively, max |F| values of 2.36, 3.72, 2.80 eV/Å.